No. 1
A single C18H21N5O3S2 molecule at a distorted geometry, computed with the ωB97M-V functional and the def2-TZVPD basis.

HOMO-LUMO gap, eV: 8.792
Calculated total energy, hartree: -1994.39235
Energy relative to the best compared isomer or geometry (same formula, charge and spin), eV: 0.3306
Structure (SMILES): CCOC(=O)CSc1nnc(CSc2nc(C)cc(C)n2)n1Cc1ccco1
HOMO energy, eV: -8.25

```
! wB97M-V def2-TZVPD RIJCOSX def2/J DEFGRID3
* xyz 0 1
C -6.10262 -1.32507 -1.35465
C -5.24058 -1.35358 -0.10160
H -5.86343 -1.25635 0.79291
H -4.64893 -2.26968 -0.04561
O -4.28032 -0.29494 -0.10867
C -4.67976 0.89173 0.33293
O -5.78664 1.14814 0.72290
C -3.55700 1.91008 0.32474
H -3.93757 2.87920 0.00556
H -3.14693 1.98185 1.33414
S -2.18820 1.45482 -0.77345
C -1.44909 0.26690 0.25568
N -1.64926 0.13748 1.53776
N -0.91209 -0.90285 1.95327
C -0.26222 -1.38730 0.93170
N -0.58610 -0.68778 -0.20236
C -0.11486 -0.82766 -1.55520
C 1.06581 0.05267 -1.83042
C 1.31428 1.35916 -1.52758
C 2.60070 1.64137 -2.04775
C 3.03195 0.48844 -2.62554
O 2.10993 -0.47673 -2.49845
H 3.94076 0.23290 -3.13163
H 3.12089 2.57566 -1.99611
H 0.66524 2.03148 -1.00526
H 0.17357 -1.86619 -1.73642
H -0.94666 -0.55906 -2.21950
C 0.59785 -2.58433 1.01521
H 0.10942 -3.45181 0.56582
H 0.79207 -2.77999 2.06876
S 2.20464 -2.47921 0.13355
C 2.77100 -0.90312 0.63013
N 3.96133 -0.55009 0.17795
C 4.39275 0.65773 0.52039
C 3.61505 1.50018 1.31042
C 2.37836 1.02770 1.73759
N 1.96802 -0.18647 1.39195
C 1.45368 1.83255 2.58682
H 0.52808 1.28473 2.74073
H 1.24210 2.78778 2.10923
H 1.91518 2.03267 3.55245
H 3.95974 2.48449 1.58340
C 5.73493 1.06398 0.00942
H 5.62507 1.87309 -0.71077
H 6.20941 0.21721 -0.47657
H 6.36000 1.41818 0.82649
H -6.77562 -2.17746 -1.35190
H -6.69184 -0.41162 -1.37867
H -5.47833 -1.36706 -2.24421
*
```

natural (NBO) population analysis, charges in e, atoms 1 to 6: -0.63 -0.07 0.20 0.19 -0.51 0.79


No. 2
A single C2H6N4 molecule at a distorted geometry, computed with the ωB97M-V functional and the def2-TZVPD basis.

HOMO-LUMO gap, eV: 9.964
Calculated total energy, hartree: -298.76890
Energy relative to the best compared isomer or geometry (same formula, charge and spin), eV: 2.1771
Structure (SMILES): [H]/N=C\N/C(N)=N\[H]
HOMO energy, eV: -9.04

```
! wB97M-V def2-TZVPD RIJCOSX def2/J DEFGRID3
* xyz 0 1
N -0.21169 -0.67338 0.24874
C -0.60223 0.26405 -0.67867
N -1.83868 0.78264 -0.41140
C 1.31087 -0.33148 0.73043
N 0.21083 0.98153 -1.39816
N 1.93675 -0.82872 1.65726
H -0.36323 -1.65591 0.06611
H -2.35923 0.46729 0.38768
H -2.06635 1.65578 -0.85268
H 0.93635 0.43513 -1.85236
H 1.57557 -1.63801 2.15678
H 1.47103 0.54107 -0.05374
*
```

natural (NBO) population analysis, charges in e, atoms 1 to 6: -0.76 0.58 -0.80 0.31 -0.80 -0.65


No. 3
A molecular structure, C2H6Cl2OSi at a distorted geometry, computed with the ωB97M-V functional and the def2-TZVPD basis.

HOMO-LUMO gap (alpha / beta), eV: 6.129 / 5.463
⟨S²⟩: 2.00
Calculated total energy, hartree: -1364.75878
Energy relative to the best compared isomer or geometry (same formula, charge and spin), eV: 1.2975
HOMO energy (alpha / beta), eV: -5.42 / -10.08

```
! wB97M-V def2-TZVPD RIJCOSX def2/J DEFGRID3
* xyz 0 3
C -0.82882 -1.25789 -1.48167
C 1.21479 0.59309 1.56400
O 0.30521 -0.39126 -1.12974
Si 0.27660 0.85713 -0.05994
Cl 2.18435 2.02505 1.93676
Cl -2.41080 0.49551 0.58489
H -1.52585 -0.58561 -1.81675
H -1.10061 -1.80878 -0.53623
H -0.38188 -2.02069 -2.19108
H 1.78893 -0.35819 1.45069
H 0.40888 0.35498 2.37444
H 0.06920 2.09666 -0.69537
*
```

natural (NBO) population analysis, charges in e, atoms 1 to 6: -0.24 -0.89 -0.92 1.18 -0.04 0.05


No. 4
A single C4H4O3 molecule, computed with the ωB97M-V functional and the def2-TZVPD basis.

HOMO-LUMO gap, eV: 9.504
Calculated total energy, hartree: -380.32924
Energy relative to the best compared isomer or geometry (same formula, charge and spin), eV: 5.9264
HOMO energy, eV: -9.23

```
! wB97M-V def2-TZVPD RIJCOSX def2/J DEFGRID3
* xyz 0 1
O -0.28718 -1.55652 0.27373
C 0.42449 -0.84956 -0.72821
C 0.35737 -0.37094 0.62623
C 0.09776 0.68159 1.56523
O 1.26498 -0.20132 1.63467
C -0.92451 0.84331 -1.57408
O -0.36412 -0.32543 -1.77927
H 1.28897 -1.35786 -1.14688
H 0.30909 1.71289 1.29626
H -0.63406 0.51539 2.35265
H -1.47862 0.98891 -2.53194
*
```

natural (NBO) population analysis, charges in e, atoms 1 to 6: -0.45 0.31 0.40 -0.10 -0.46 0.10


No. 5
A single C5H8N2 molecule, computed with the ωB97M-V functional and the def2-TZVPD basis.

HOMO-LUMO gap, eV: 9.833
Calculated total energy, hartree: -304.81427
Energy relative to the best compared isomer or geometry (same formula, charge and spin), eV: 0.5776
Structure (SMILES): Cc1cnn(C)c1
HOMO energy, eV: -8.84

```
! wB97M-V def2-TZVPD RIJCOSX def2/J DEFGRID3
* xyz 0 1
C 0.65922 -2.08257 -1.33031
N 0.25242 -1.09853 -0.35017
C 0.13549 0.22611 -0.58777
C -0.29126 0.82711 0.57258
C -0.51605 2.29681 0.75973
C -0.40857 -0.25679 1.47260
N -0.08228 -1.41736 0.90796
H -0.18615 -2.68870 -1.66834
H 1.43664 -2.73214 -0.92420
H 1.06660 -1.54094 -2.18835
H 0.36726 0.64314 -1.55794
H -1.38063 2.50858 1.39553
H -0.69438 2.77157 -0.21127
H 0.35645 2.78746 1.20623
H -0.71463 -0.23023 2.51357
*
```

natural (NBO) population analysis, charges in e, atoms 1 to 6: -0.40 -0.16 -0.05 -0.14 -0.62 -0.06


No. 6
A single C3H7N3O molecule, computed with the ωB97M-V functional and the def2-TZVPD basis.

HOMO-LUMO gap, eV: 9.902
Calculated total energy, hartree: -358.03288
Energy relative to the best compared isomer or geometry (same formula, charge and spin), eV: 0.4623
Structure (SMILES): C/N=C(\N)C(N)=O
HOMO energy, eV: -8.99

```
! wB97M-V def2-TZVPD RIJCOSX def2/J DEFGRID3
* xyz 0 1
C -1.35243 -1.37782 0.96276
N -0.88465 -0.34459 0.09418
C 0.23240 0.24252 0.25127
N 1.12576 0.41180 1.27074
C 0.76917 0.94314 -1.01217
O 1.75622 1.66049 -0.90073
N 0.14317 0.74531 -2.19719
H -1.44671 -1.05172 1.98771
H -0.55903 -2.12615 0.92678
H -2.33732 -1.79133 0.68035
H 1.83368 1.07752 0.95387
H 0.95960 0.14934 2.23687
H -0.67464 0.15924 -2.26029
H 0.43479 1.30227 -2.99416
*
```

natural (NBO) population analysis, charges in e, atoms 1 to 6: -0.44 -0.51 0.35 -0.83 0.63 -0.64


No. 7
A single C3H6N2O2S molecule at a distorted geometry, computed with the ωB97M-V functional and the def2-TZVPD basis.

HOMO-LUMO gap, eV: 9.151
Calculated total energy, hartree: -775.90770
Energy relative to the best compared isomer or geometry (same formula, charge and spin), eV: 6.3254
Structure (SMILES): CS[C@@H]1N[C@H]1[N+](=O)[O-]
HOMO energy, eV: -8.90

```
! wB97M-V def2-TZVPD RIJCOSX def2/J DEFGRID3
* xyz 0 1
C 0.90430 -0.33022 0.57246
C -0.08619 -0.76658 -0.41484
C -2.16102 1.03562 0.01459
N 0.67457 -1.70839 0.12727
N 2.12555 0.40422 0.07820
O 2.76163 -0.12165 -0.78499
O 2.39023 1.42600 0.61767
S -1.82892 -0.75635 0.31034
H 0.61275 -0.17463 1.56092
H -0.18719 -0.39129 -1.50589
H -1.21952 1.27969 -0.41863
H -2.43802 1.32322 1.04763
H -2.96174 1.04361 -0.72312
H 1.41359 -2.26326 -0.48158
*
```

natural (NBO) population analysis, charges in e, atoms 1 to 6: -0.04 -0.15 -0.73 -0.58 0.54 -0.39


No. 8
2 unconnected molecules or ions with the total composition C3H7OS, computed with the ωB97M-V functional and the def2-TZVPD basis.

HOMO-LUMO gap, eV: 6.623
Calculated total energy, hartree: -591.93509
Energy relative to the best compared isomer or geometry (same formula, charge and spin), eV: 0.9032
HOMO energy, eV: -2.61

```
! wB97M-V def2-TZVPD RIJCOSX def2/J DEFGRID3
* xyz -1 1
O -3.36906 0.17346 1.60601
C -2.32114 0.44837 1.06606
H -2.28395 0.80233 0.02883
H -1.37437 0.42092 1.61570
C 1.86890 -0.60420 -0.42648
C 0.49554 0.00462 -0.71135
S 0.35711 1.72850 -0.17131
H 2.65521 -0.05544 -0.93844
H 2.04149 -0.56256 0.65007
H 1.91089 -1.65481 -0.75230
H 0.27109 -0.08762 -1.78369
H -0.25171 -0.61356 -0.18309
*
```

natural (NBO) population analysis, charges in e, atoms 1 to 6: -0.58 0.27 0.13 0.13 -0.61 -0.53


No. 9
A molecular structure, C15H29N2O4P2Sm at a distorted geometry, computed with the ωB97M-V functional and the def2-TZVPD basis.

HOMO-LUMO gap (alpha / beta), eV: 7.577 / 7.459
⟨S²⟩: 8.77
Calculated total energy, hartree: -2340.08353
HOMO energy (alpha / beta), eV: -7.24 / -7.10

```
! wB97M-V def2-TZVPD RIJCOSX def2/J DEFGRID3
* xyz 0 6
C 3.26334 -0.58141 2.64337
C 2.25799 -0.05754 1.82344
N 1.09649 -0.72919 1.58980
C 0.90483 -1.91635 2.22208
C 1.83459 -2.43324 3.12706
C 3.04695 -1.77707 3.32228
C 2.52911 1.29399 1.18503
P 1.04804 2.27751 0.66553
Sm -0.60086 0.20789 -0.15583
P -1.23409 -2.48960 0.39067
C -0.33815 -2.77188 1.98881
O 3.81278 0.94617 -1.33608
O 1.44684 0.92641 -2.74037
H 4.18847 -0.01381 2.76004
H 1.59829 -3.36965 3.63545
H 3.80147 -2.18484 3.99306
C 0.74417 3.30504 2.13033
C 1.64527 3.52278 -0.51337
H -0.03340 -3.83201 1.97209
H -1.06085 -2.64428 2.81513
H 3.17593 1.16326 0.26878
H 3.06516 1.93650 1.90296
C -2.94479 -2.99877 0.75945
C -0.67752 -3.94641 -0.56397
H 1.02426 0.06978 -2.40450
H 1.07571 1.04191 -3.63972
H 3.08054 0.79698 -1.98749
H 4.37203 0.15284 -1.33672
H -1.78402 0.34605 1.28077
H 0.33098 -0.87453 -1.44072
H 1.51179 4.08637 2.21079
H -0.24663 3.76238 2.00458
H 0.72960 2.68794 3.03625
H 2.42187 4.14582 -0.05075
H 2.02119 3.03641 -1.42066
H 0.77992 4.14472 -0.78525
H -1.10224 -4.87657 -0.15504
H -1.00065 -3.80666 -1.60518
H 0.41897 -3.99304 -0.55327
H -3.00403 -4.07105 0.99519
H -3.33873 -2.39457 1.58559
H -3.54510 -2.78724 -0.13804
O -2.59772 2.68725 -0.52632
C -2.84351 1.96718 -1.49763
C -3.90652 2.13081 -2.57708
C -3.67553 0.97096 -3.53364
C -2.52835 0.16429 -2.92103
O -2.01675 -0.86774 -3.33223
N -2.12833 0.81535 -1.76322
H -4.89697 2.08302 -2.11176
H -3.78664 3.10251 -3.06476
H -4.55694 0.32899 -3.62499
H -3.37824 1.31633 -4.52887
*
```

Löwdin population analysis, charges in e, atoms 1 to 6: -0.03 -0.30 0.02 -0.30 -0.04 -0.04


What is the calculated total energy in the fourth record? -380.32924 hartree


Among the records above, which one has the lowest calculated total energy? C15H29N2O4P2Sm


The highest calculated total energy belongs to which entry? C2H6N4